[1]
The following is a DFT calculation (wB97M-V/def2-TZVPD) of the molecule C4H6N2.

Calculated total energy: -7225.310 eV
LUMO level: 0.039 Eh
Net charge: 0
Maximum force: 0.2 eV Å⁻¹
Orbital gap: 8.822 eV
HOMO energy: -7.755 eV
SMILES: Nc1ccc[nH]1

```
12
C4H6N2 | the Open Molecules 2025 dataset | wB97M-V/def2-TZVPD
N -0.216 -2.043 -0.070
C -0.032 -0.644 -0.075
C 0.486 0.239 -0.993
C 0.446 1.535 -0.398
C -0.099 1.401 0.852
N -0.381 0.070 1.040
H -1.179 -2.303 -0.267
H 0.373 -2.477 -0.771
H 0.834 -0.011 -1.988
H 0.774 2.465 -0.844
H -0.310 2.130 1.621
H -0.698 -0.361 1.893
```

Results of the Löwdin charge analysis, in e, for atoms 1 through 4: atom 1 (N): 0.08, atom 2 (C): -0.40, atom 3 (C): -0.07, atom 4 (C): -0.12



[2]
The following is a DFT calculation (wB97M-V/def2-TZVPD) of a structure of composition C5H8N2 at a distorted geometry.

Calculated total energy: -8289.036 eV
LUMO level: 0.032 Eh
Net charge: 0
Maximum force: 1.1 eV Å⁻¹
Orbital gap: 8.849 eV
HOMO energy: -7.980 eV

```
15
C5H8N2 | the Open Molecules 2025 dataset | wB97M-V/def2-TZVPD
C 0.269 -0.858 1.277
C 0.502 0.324 0.379
C 1.270 -0.087 -1.339
N -0.438 0.198 -1.056
C -0.665 1.147 0.023
C -1.930 0.924 0.706
N -2.925 0.770 1.276
H 0.421 -0.519 2.309
H 1.011 -1.642 1.084
H -0.736 -1.310 1.230
H 1.017 -0.681 -2.235
H 1.672 0.873 -1.648
H 2.031 -0.660 -0.798
H -1.001 -0.646 -0.947
H -0.527 2.191 -0.258
```

Results of the Löwdin charge analysis, in e, for atoms 1 through 4: atom 1 (C): -0.11, atom 2 (C): -0.20, atom 3 (C): -0.07, atom 4 (N): 0.02



[3]
The following is a DFT calculation (wB97M-V/def2-TZVPD) of a cluster of 2 separate species, C5H11N3 in total at a distorted geometry.

Calculated total energy: -9830.458 eV
LUMO level: 0.005 Eh
Net charge: 0
Maximum force: 4.1 eV Å⁻¹
Orbital gap: 8.604 eV
HOMO energy: -8.482 eV
SMILES: [H]/N=C(\C)N=C.C=CN

```
19
C5H11N3 | the Open Molecules 2025 dataset | wB97M-V/def2-TZVPD
C 1.353 -1.597 -0.853
C 0.046 -0.952 -1.245
N -0.715 -1.476 -2.145
H -0.356 -2.392 -2.425
H -0.459 -0.541 1.037
H 1.897 -1.003 -0.119
H 1.144 -2.589 -0.446
H 1.997 -1.704 -1.730
C -0.257 0.585 1.434
N 1.074 0.669 1.820
C -1.017 1.097 -1.499
C -1.241 1.299 2.007
N -0.093 0.412 -0.923
H 1.637 1.200 1.157
H 1.274 1.062 2.735
H -1.754 0.662 -2.184
H -1.212 2.121 -1.165
H -1.042 1.953 2.847
H -2.273 1.193 1.697
```

Results of the Löwdin charge analysis, in e, for atoms 1 through 4: atom 1 (C): -0.04, atom 2 (C): -0.49, atom 3 (N): 0.13, atom 4 (H): 0.06